# H5N4O

2 unconnected molecules or ions with the total composition H5N4O at a distorted geometry (the ωB97M-V functional and the def2-TZVPD basis, the Open Molecules 2025 dataset).

XYZ file:
```
10
Properties=species:S:1:pos:R:3:forces:R:3
N -1.3607 0.5244 0.2448 -1.388 0.565 1.269
N 0.0979 -1.3438 0.1649 -1.018 -2.102 -1.453
N 1.4140 0.2886 -0.5208 2.398 2.688 0.038
N 0.3001 -0.2374 -0.5784 -1.046 -1.113 -2.225
O 2.3618 0.2200 0.4292 -1.036 0.114 -0.515
H -1.4181 1.4788 0.5377 -0.070 1.036 0.299
H -2.1122 0.4318 -0.4277 -0.170 0.062 -0.568
H -0.9334 -1.3550 0.1943 0.634 -0.303 -0.304
H 0.2460 -1.1600 1.1041 1.232 0.598 2.443
H 1.4046 1.1527 -1.1481 0.464 -1.545 1.017
```
Forces are in eV/Å.

- Relative energy (zero: lowest compared OMol25 entry of this formula, charge and spin): 63.3 kcal/mol
- LUMO (alpha / beta): 5.029 / 5.029 eV
- Molecular weight: 77.1 u
- Highest occupied orbital energy (alpha / beta): -0.0663 / -0.0663 Ha
- Kohn-Sham gap (alpha / beta): 6.83 / 6.83 eV
- Total charge: -1

***

# C3H5NO2S

2 unconnected molecules or ions with the total composition C3H5NO2S at a distorted geometry (the ωB97M-V functional and the def2-TZVPD basis, the Open Molecules 2025 dataset).

XYZ file:
```
12
Properties=species:S:1:pos:R:3:forces:R:3
C 0.5887 0.2044 0.2675 2.443 -2.086 2.722
C 1.5801 0.3284 -0.7672 3.605 1.559 0.246
C -0.8291 0.1122 0.0795 -2.648 2.069 -0.763
N 3.4306 -0.2888 -0.0487 -2.972 0.538 -0.451
O 4.0890 -0.9947 -0.7609 0.233 0.199 0.319
O 3.6194 0.1095 1.0705 0.445 -0.446 -0.691
S 1.4145 1.8939 0.1204 -0.542 -1.886 -0.407
H 0.8891 -0.5171 1.2005 -0.069 2.167 -2.087
H 1.7943 0.3351 -1.8647 -0.790 -0.541 1.178
H -1.1093 0.4754 -0.9637 -0.175 0.484 1.732
H -1.3463 0.4939 1.0244 0.426 0.598 -1.704
H -1.2752 -0.8223 0.0869 0.046 -2.654 -0.095
```
Forces are in eV/Å.

- Relative energy (zero: lowest compared OMol25 entry of this formula, charge and spin): 138.0 kcal/mol
- LUMO (alpha / beta): -0.088 / -0.088 eV
- Molecular weight: 119.1 u
- Highest occupied orbital energy (alpha / beta): -0.3310 / -0.3310 Ha
- Kohn-Sham gap (alpha / beta): 8.92 / 8.92 eV
- Total charge: 0

***

# C5H7N

A molecular structure, C5H7N at a distorted geometry (the ωB97M-V functional and the def2-TZVPD basis, the Open Molecules 2025 dataset).

XYZ file:
```
13
Properties=species:S:1:pos:R:3:forces:R:3
N -2.1105 0.7468 -2.3400 0.963 -0.045 0.569
C -1.1341 0.6011 -1.7256 -0.756 -0.292 -0.538
C 0.0551 0.4223 -0.9585 -0.538 -1.287 0.515
C 0.1222 1.0393 0.4341 0.104 0.034 0.114
C 0.7142 -0.2069 1.0815 0.040 0.001 0.303
C 0.0736 -1.1916 0.1209 -0.520 0.076 0.439
H 0.5774 -0.5731 -1.1194 1.079 1.120 -1.106
H 0.6930 1.9657 0.5508 -0.043 -0.134 -0.190
H -0.8930 1.2142 0.8210 0.217 -0.049 -0.119
H 1.8027 -0.2028 0.9526 -0.187 -0.128 0.051
H 0.4764 -0.3767 2.1293 0.094 0.032 0.059
H -0.9814 -1.3967 0.2240 -0.179 0.012 0.340
H 0.6362 -2.1243 -0.0848 -0.275 0.660 -0.438
```
Forces are in eV/Å.

- Relative energy (zero: lowest compared OMol25 entry of this formula, charge and spin): 88.5 kcal/mol
- LUMO: 0.361 eV
- Molecular weight: 81.1 u
- Highest occupied orbital energy: -0.3226 Ha
- Kohn-Sham gap: 9.14 eV
- Total charge: 0

***

# C4H7FS

C4H7FS in the gas phase at a distorted geometry (the ωB97M-V functional and the def2-TZVPD basis, the Open Molecules 2025 dataset).

XYZ file:
```
13
Properties=species:S:1:pos:R:3:forces:R:3
F 1.9504 -1.2396 -0.4902 0.923 -2.299 -1.131
C 1.1860 -0.6868 0.4480 0.220 3.322 2.530
C -0.1386 -0.3279 -0.0549 1.421 2.649 0.454
S -1.1657 -1.6185 -0.3692 -2.158 -2.744 -1.593
C -0.0446 0.8693 -1.0347 1.056 0.740 2.578
C -0.7841 0.9999 0.2974 -2.337 -0.210 -0.028
H 1.0833 -1.2058 1.4621 0.893 0.269 -1.495
H 1.6359 0.3495 0.4522 0.060 -0.983 1.670
H -1.8432 -1.8780 0.7788 0.507 0.618 0.000
H 0.9220 1.5064 -0.8877 -1.636 -1.669 -0.948
H -0.4200 0.7155 -2.0060 -0.779 0.422 -0.854
H -1.9091 0.7528 0.3373 1.783 1.108 -0.222
H -0.4722 1.7632 1.0668 0.048 -1.224 -0.963
```
Forces are in eV/Å.

- Relative energy (zero: lowest compared OMol25 entry of this formula, charge and spin): 58.8 kcal/mol
- LUMO: 0.781 eV
- Molecular weight: 106.2 u
- Highest occupied orbital energy: -0.3390 Ha
- Kohn-Sham gap: 10.01 eV
- Total charge: 0

***

# H2N2O3S

2 unconnected molecules or ions with the total composition H2N2O3S at a distorted geometry (the ωB97M-V functional and the def2-TZVPD basis, the Open Molecules 2025 dataset).

XYZ file:
```
8
Properties=species:S:1:pos:R:3:forces:R:3
N 1.7317 1.6684 -0.1419 1.075 -0.264 -0.563
N -1.4725 -0.1719 -0.0537 -0.697 0.531 3.154
O 2.6188 1.1473 -0.6636 -0.652 0.678 0.446
O 0.6471 -1.1545 -0.8346 0.441 1.090 -0.794
O 0.2118 -0.9901 1.5371 -0.005 1.560 0.108
S 0.1290 -0.3273 0.2355 -0.656 -3.725 0.324
H -1.9825 -0.0609 0.8847 0.580 -0.074 -2.508
H -1.8833 -0.1111 -0.9635 -0.087 0.205 -0.167
```
Forces are in eV/Å.

- Relative energy (zero: lowest compared OMol25 entry of this formula, charge and spin): 0.0 kcal/mol
- LUMO (alpha / beta): -0.287 / -2.774 eV
- Molecular weight: 110.1 u
- <S²>: 2.008
- Spin multiplicity: 3
- Highest occupied orbital energy (alpha / beta): -0.3245 / -0.4197 Ha
- Kohn-Sham gap (alpha / beta): 8.54 / 8.65 eV
- Total charge: 0

***

# C21H22N4O2S

C21H22N4O2S in the gas phase at a distorted geometry (the ωB97M-V functional and the def2-TZVPD basis, the Open Molecules 2025 dataset).

XYZ file:
```
50
Properties=species:S:1:pos:R:3:forces:R:3
C 5.6681 -0.4971 3.5722 0.026 -0.044 0.007
C 5.3673 -0.6951 2.1175 0.041 -0.009 -0.014
C 6.4014 -0.8738 1.2044 -0.094 0.024 0.026
C 6.1347 -1.0516 -0.1413 0.027 -0.022 -0.015
C 4.8283 -1.0620 -0.5935 -0.210 -0.001 0.000
C 3.7811 -0.9109 0.3086 0.359 0.120 -0.050
C 2.3877 -0.9191 -0.2206 -0.040 -0.151 0.072
O 2.0919 -0.4798 -1.3154 0.025 0.079 -0.246
N 1.4790 -1.5079 0.5973 -0.224 -0.061 0.225
C 0.0610 -1.4756 0.3183 0.103 -0.191 0.140
C -0.5724 -0.5526 1.3485 0.015 0.134 -0.222
O -0.2535 -0.6066 2.5180 0.082 -0.181 0.104
N -1.5094 0.3686 0.9645 -0.097 0.235 0.819
C -2.0636 0.7714 -0.2240 0.041 -0.344 -1.199
N -2.8818 1.7665 -0.2351 0.039 0.142 0.694
C -3.3498 2.0372 -1.4863 0.530 -0.868 -0.772
C -4.2868 3.1295 -1.7067 -0.380 0.531 0.236
C -4.7014 3.9356 -0.6450 0.051 -0.106 -0.166
C -5.5925 4.9603 -0.9034 -0.031 -0.004 -0.147
C -6.0393 5.1478 -2.2030 0.046 -0.029 0.102
C -5.5658 4.2911 -3.1868 -0.222 0.258 -0.064
N -4.7165 3.3101 -2.9547 0.271 -0.347 -0.058
C -2.8695 1.2108 -2.4619 -0.144 0.247 0.352
S -1.7914 0.0499 -1.8043 -0.236 0.508 0.465
C -0.5417 -2.8924 0.4282 -0.054 0.068 -0.208
C -2.0609 -2.8663 0.2886 0.219 -0.044 0.158
C 0.0800 -3.7925 -0.6344 0.029 0.115 0.249
C 4.0583 -0.7188 1.6585 0.027 -0.049 -0.152
H 4.7986 -0.1173 4.1025 -0.021 0.030 0.082
H 5.9587 -1.4451 4.0257 0.015 -0.013 0.095
H 6.4929 0.2005 3.7027 0.034 0.048 0.075
H 7.4238 -0.8619 1.5543 0.108 0.012 0.036
H 6.9487 -1.1773 -0.8399 0.059 -0.016 -0.060
H 4.5990 -1.1868 -1.6406 -0.025 0.013 -0.095
H 1.7376 -1.7710 1.5361 0.050 0.035 -0.091
H -0.0374 -1.0942 -0.6999 0.054 -0.087 0.165
H -1.8423 0.9390 1.7391 0.090 -0.158 -0.112
H -4.3203 3.7435 0.3446 0.023 -0.007 0.079
H -5.9346 5.6040 -0.1056 -0.016 0.033 0.046
H -6.7348 5.9355 -2.4475 -0.053 0.052 -0.047
H -5.8829 4.3942 -4.2169 -0.084 0.091 -0.048
H -3.0934 1.2375 -3.5073 -0.064 0.028 -0.247
H -0.2873 -3.2765 1.4228 0.014 0.067 -0.015
H -2.5182 -2.2634 1.0700 -0.149 0.043 0.051
H -2.3491 -2.4642 -0.6796 -0.093 0.006 -0.088
H -2.4541 -3.8769 0.3684 -0.078 -0.068 0.005
H -0.1775 -3.4323 -1.6276 -0.036 0.018 -0.172
H -0.2869 -4.8103 -0.5276 -0.031 -0.110 -0.026
H 1.1632 -3.8032 -0.5442 0.094 -0.052 -0.054
H 3.2539 -0.5504 2.3619 -0.086 0.023 0.081
```
Forces are in eV/Å.

- Relative energy (zero: lowest compared OMol25 entry of this formula, charge and spin): 0.0 kcal/mol
- LUMO: 0.404 eV
- Molecular weight: 394.5 u
- Highest occupied orbital energy: -0.3047 Ha
- Kohn-Sham gap: 8.69 eV
- Total charge: 0